7 unconnected molecules or ions with the total composition C27H56N2O9P, computed with ωB97M-V/def2-TZVPD.

## Properties
largest force on an atom: 0.0827 Eh/bohr
total charge: +1
orbital gap: 8.1 eV

Element x y z (Å)
N1 0.3223 -5.8052 0.9663
P1 1.2705 -5.4014 -0.4567
O1 0.5031 -6.1801 -1.7896
C1 1.2294 -3.4975 -0.7795
C2 1.4300 -2.6545 0.5585
C3 0.2605 -1.6374 0.9668
C4 -1.0168 -1.5754 0.0012
C5 -1.1599 -2.9830 -0.7366
C6 -2.5594 -3.2019 -1.4910
C7 -3.5054 -4.1948 -0.6203
C8 -4.9861 -3.5885 -0.4051
C9 -4.8426 -2.5557 0.8240
O2 -4.5116 -2.9438 1.9611
O3 -5.0332 -1.1453 0.6712
N2 0.0501 -3.1095 -1.6276
H1 0.8858 -6.2491 1.7048
H2 -0.4866 -6.4107 0.7267
H3 -0.4652 -5.9866 -1.7161
H4 2.1635 -3.3160 -1.4326
H5 2.3906 -2.0302 0.4331
H6 1.6320 -3.3230 1.4690
H7 -0.1227 -1.9547 2.0037
H8 0.7077 -0.5872 1.1219
H9 -1.0272 -0.6754 -0.7143
H10 -1.9425 -1.4482 0.6715
H11 -1.0895 -3.7903 0.0670
H12 -3.0818 -2.2209 -1.7540
H13 -2.3524 -3.7496 -2.4857
H14 -3.5110 -5.2162 -1.1358
H15 -3.0852 -4.3808 0.4317
H16 -5.4141 -3.0978 -1.3402
H17 -5.6520 -4.4368 -0.0064
H18 -4.8910 -1.0107 -0.3005
H19 0.2804 -2.1840 -2.0562
H20 -0.1048 -3.7436 -2.4389
C10 -0.4589 2.8863 -3.7424
C11 -1.1840 2.0632 -2.7142
O4 -0.6018 1.2167 -2.0556
C12 -2.6548 2.3239 -2.5286
H21 0.5927 2.5907 -3.7673
H22 -0.8939 2.7158 -4.7294
H23 -0.5190 3.9452 -3.4801
H24 -3.1875 2.1284 -3.4615
H25 -2.8122 3.3574 -2.2132
H26 -3.0462 1.6585 -1.7555
C13 -1.6322 -5.7026 4.7770
C14 -1.3507 -4.2582 4.4580
O5 -0.2184 -3.8697 4.2301
C15 -2.5221 -3.3142 4.4308
H27 -0.6967 -6.2658 4.7614
H28 -2.0731 -5.7843 5.7725
H29 -2.3074 -6.1239 4.0289
H30 -3.0034 -3.2891 5.4108
H31 -3.2351 -3.6314 3.6655
H32 -2.1712 -2.3090 4.1877
C16 2.8611 0.7206 -1.1602
C17 3.7271 0.8025 -2.3902
O6 3.3600 1.4072 -3.3802
C18 5.0614 0.1078 -2.3455
H33 1.9309 1.2657 -1.3363
H34 2.6200 -0.3232 -0.9443
H35 3.3774 1.1733 -0.3109
H36 4.9186 -0.9626 -2.1819
H37 5.6757 0.5326 -1.5497
H38 5.5755 0.2506 -3.2981
C19 8.8793 -0.9554 -3.3776
C20 8.8492 -0.2814 -2.0315
O7 7.9461 -0.4870 -1.2414
C21 9.9791 0.6564 -1.7011
H39 8.0047 -1.6015 -3.4786
H40 8.8533 -0.2044 -4.1700
H41 9.7789 -1.5678 -3.4667
H42 10.0019 1.4788 -2.4191
H43 10.9276 0.1156 -1.7158
H44 9.8267 1.0685 -0.7016
C22 -1.6257 6.1693 0.5291
C23 -0.7574 6.2500 -0.6982
O8 -1.1185 6.8544 -1.6899
C24 0.5767 5.5528 -0.6506
H45 -2.5540 6.7159 0.3519
H46 -1.8689 5.1262 0.7447
H47 -1.1109 6.6214 1.3796
H48 0.4304 4.4823 -0.4877
H49 1.1901 5.9767 0.1471
H50 1.0932 5.6951 -1.6023
C25 -4.1932 6.0809 4.0709
C26 -3.8976 7.5245 3.7596
O9 -2.7610 7.9075 3.5590
C27 -5.0641 8.4748 3.7066
H51 -3.2602 5.5135 4.0762
H52 -4.6574 6.0004 5.0559
H53 -4.8527 5.6633 3.3070
H54 -5.5670 8.5006 4.6756
H55 -5.7622 8.1635 2.9266
H56 -4.7028 9.4782 3.4729



A molecular structure, C27H57B4Br24NO4, computed with ωB97M-V/def2-TZVPD.

## Properties
largest force on an atom: 0.1818 Eh/bohr
orbital gap: 7.0 eV

Element x y z (Å)
C1 -1.4125 -0.1727 0.5556
B1 -0.2729 -0.4660 -0.5367
O1 0.0200 0.3355 -1.6942
B2 0.7333 -1.8012 -0.3998
O2 0.3917 -3.0613 0.1230
B3 1.3106 -3.3222 1.1630
O3 2.6366 -2.8729 1.1899
B4 2.7871 -1.6605 0.4332
C2 3.6003 -0.3842 0.9201
C3 2.6295 0.6522 1.5887
N1 2.0748 0.4545 2.7164
O4 2.0962 -1.6551 -0.8035
H1 -1.2349 0.8243 1.0226
H2 -1.2911 -0.9235 1.3665
H3 -2.4125 -0.2177 0.0710
H4 -0.5006 0.0442 -2.4727
H5 0.9254 -3.9979 2.0648
H6 4.4281 -0.6630 1.6027
H7 4.0334 0.1461 0.0418
H8 2.4258 1.6215 1.0892
H9 2.3608 -0.4589 3.0939
Br1 -0.1583 2.1884 -1.0864
C4 0.6763 3.7997 -1.8828
C5 0.1851 5.0905 -1.2610
Br2 -1.5951 5.5550 -1.9032
H10 0.4828 3.7432 -2.9511
H11 1.7434 3.6755 -1.6995
H12 0.8189 5.9311 -1.5521
H13 0.1275 5.0456 -0.1778
Br3 5.5519 -1.8553 -2.4792
C6 4.2440 -1.0450 -3.6722
C7 4.5981 0.3864 -3.9852
Br4 4.1647 1.5518 -2.4905
H14 3.2724 -1.1506 -3.1943
H15 4.2688 -1.6513 -4.5767
H16 4.0027 0.7559 -4.8189
H17 5.6522 0.5307 -4.2062
Br5 7.6029 -2.7907 1.8912
C8 7.1912 -2.5422 3.7793
C9 5.9281 -3.2667 4.1640
Br6 4.3478 -2.3066 3.5546
H18 7.1418 -1.4706 3.9541
H19 8.0467 -2.9532 4.3132
H20 5.8308 -3.3173 5.2478
H21 5.8666 -4.2707 3.7502
Br7 0.4376 -6.2864 3.9128
C10 -1.4956 -6.3766 3.7127
C11 -1.9979 -5.3097 2.7732
Br8 -2.0348 -3.5637 3.6341
H22 -1.9217 -6.3059 4.7097
H23 -1.6943 -7.3677 3.3073
H24 -3.0298 -5.5070 2.4868
H25 -1.3894 -5.2074 1.8777
Br9 -3.2566 7.9679 -5.0213
C12 -4.1309 6.2334 -4.8741
C13 -5.4854 6.3582 -4.2269
Br10 -5.3328 6.5930 -2.2959
H26 -3.4524 5.5811 -4.3301
H27 -4.2287 5.8756 -5.8983
H28 -6.0580 5.4411 -4.3569
H29 -6.0631 7.1974 -4.6030
Br11 6.9526 -4.8323 7.5683
C14 7.5303 -6.1153 6.2217
C15 9.0231 -6.3152 6.2612
Br12 9.9648 -4.8256 5.4344
H30 7.1699 -5.7521 5.2627
H31 7.0141 -7.0413 6.4709
H32 9.3071 -7.1894 5.6773
H33 9.4137 -6.4142 7.2711
Br13 -6.3569 9.4874 -6.4933
C16 -8.2873 9.6956 -6.6343
C17 -8.9891 9.1377 -5.4237
Br14 -9.0617 7.1915 -5.4805
H34 -8.5913 9.2186 -7.5622
H35 -8.4529 10.7694 -6.7114
H36 -10.0290 9.4601 -5.4010
H37 -8.5081 9.4096 -4.4877
Br15 -1.7636 1.4585 -4.2414
C18 -3.0819 0.9086 -2.9139
C19 -4.4754 1.2759 -3.3470
Br16 -4.8069 3.1738 -3.0989
H38 -2.7900 1.3662 -1.9700
H39 -2.9772 -0.1743 -2.8368
H40 -5.2156 0.7720 -2.7268
H41 -4.6731 1.0537 -4.3909
Br17 -5.8276 -0.7022 -6.2478
C20 -7.0856 0.1921 -7.4347
C21 -6.7083 1.6322 -7.6693
Br18 -7.1726 2.7524 -6.1440
H42 -8.0726 0.0767 -6.9924
H43 -7.0399 -0.3705 -8.3669
H44 -7.2771 2.0437 -8.5038
H45 -5.6464 1.7736 -7.8539
Br19 6.8018 -0.8476 6.8732
C22 6.3903 -0.5990 8.7599
C23 5.1286 -1.3251 9.1462
Br20 3.5451 -0.3688 8.5384
H46 6.3398 0.4723 8.9342
H47 7.2466 -1.0097 9.2942
H48 5.0324 -1.3754 10.2294
H49 5.0699 -2.3291 8.7335
Br21 10.0042 -5.2861 10.4702
C24 8.6910 -5.8584 11.7899
C25 7.2942 -5.4734 11.3781
Br22 6.9632 -3.5766 11.6784
H50 8.9906 -5.4283 12.7418
H51 8.7901 -6.9418 11.8382
H52 6.5574 -5.9902 11.9914
H53 7.0882 -5.6683 10.3291
Br23 -9.4485 2.9431 -9.6485
C26 -10.3422 1.2182 -9.5148
C27 -11.6822 1.3450 -8.8408
Br24 -11.4852 1.5431 -6.9144
H54 -9.6633 0.5484 -8.9929
H55 -10.4603 0.8794 -10.5431
H56 -12.2663 0.4360 -8.9761
H57 -12.2577 2.1975 -9.1910



A molecular structure, C27H58BrClN4O9S, computed with ωB97M-V/def2-TZVPD.

## Properties
ΔE to the lowest compared entry with this formula, charge and spin: 13.9 kcal/mol
largest force on an atom: 0.0348 Eh/bohr
orbital gap: 8.0 eV

Element x y z (Å)
N1 -1.3019 3.4733 -1.4385
C1 -2.1758 2.5747 -1.2600
C2 -1.7889 1.0882 -1.4373
C3 -0.4388 0.7491 -0.7999
C4 0.7977 1.0805 -1.3223
C5 0.9615 1.8049 -2.6602
C6 0.1936 1.1645 -3.8647
C7 0.0188 -0.3826 -3.7398
N2 -1.2536 -0.9683 -4.1707
O1 0.8554 -1.1566 -3.3459
C8 2.0056 0.7269 -0.5665
Br1 3.7669 1.1371 -1.1782
C9 1.9130 0.0704 0.6346
Cl1 3.3720 -0.3311 1.5445
C10 0.6671 -0.3245 1.2029
N3 0.4351 -0.9885 2.3388
S1 -1.1779 -1.1335 2.3893
N4 -1.6604 -0.3557 1.0509
C11 -0.5218 0.0407 0.4506
H1 -1.7067 4.4019 -1.3067
H2 -3.2127 2.8271 -0.9751
H3 -2.5690 0.5103 -0.9083
H4 -1.8747 0.8118 -2.4940
H5 2.0299 1.7562 -2.9346
H6 0.7453 2.8796 -2.5661
H7 0.7867 1.3963 -4.7664
H8 -0.7844 1.6660 -3.9481
H9 -1.7510 -1.2769 -3.3366
H10 -1.8341 -0.2650 -4.6259
C12 6.9301 -0.7853 -1.8879
C13 7.1256 -2.1255 -1.2054
O2 7.3123 -1.9546 0.1967
H11 7.7922 -0.1397 -1.7144
H12 6.7941 -0.9105 -2.9640
H13 6.0571 -0.2707 -1.4810
H14 8.0094 -2.6290 -1.5962
H15 6.2582 -2.7734 -1.3695
H16 6.5261 -1.5196 0.5435
C14 1.4217 1.3156 5.3894
C15 0.3132 1.3216 6.4259
O3 -0.8238 0.6044 5.9441
H17 1.0756 1.7677 4.4580
H18 2.2936 1.8669 5.7456
H19 1.7266 0.2927 5.1544
H20 -0.0026 2.3421 6.6413
H21 0.6507 0.8598 7.3583
H22 -0.5429 -0.2993 5.7638
C16 9.1900 2.6252 -0.5398
C17 9.0257 2.7020 -2.0462
O4 8.1654 3.7826 -2.3985
H23 8.2203 2.4923 -0.0572
H24 9.8401 1.7949 -0.2577
H25 9.6180 3.5524 -0.1505
H26 8.5801 1.7850 -2.4281
H27 9.9936 2.8445 -2.5384
H28 8.5656 4.5931 -2.0688
C18 -4.3825 -4.5589 -2.1386
C19 -4.0686 -3.2329 -2.8039
O5 -4.2516 -2.1544 -1.8829
H29 -5.4104 -4.5673 -1.7712
H30 -4.2507 -5.3872 -2.8372
H31 -3.7322 -4.7221 -1.2751
H32 -4.7323 -3.0639 -3.6517
H33 -3.0348 -3.2139 -3.1651
H34 -3.6572 -2.3010 -1.1392
C20 -8.5690 -1.6536 -0.9843
C21 -8.2587 -2.8428 -1.8729
O6 -7.9207 -3.9849 -1.0899
H35 -7.7121 -1.4178 -0.3519
H36 -8.8196 -0.7741 -1.5801
H37 -9.4079 -1.8764 -0.3197
H38 -7.4084 -2.6242 -2.5186
H39 -9.1189 -3.0891 -2.5045
H40 -8.6736 -4.1862 -0.5254
C22 -2.3216 2.7061 3.9871
C23 -2.4480 2.7852 2.4796
O7 -3.2589 3.8951 2.0907
H41 -3.3048 2.6090 4.4505
H42 -1.7079 1.8523 4.2805
H43 -1.8688 3.6187 4.3864
H44 -2.9175 1.8821 2.0904
H45 -1.4605 2.8910 2.0143
H46 -2.8390 4.6932 2.4263
C24 -0.0716 -0.4493 10.2089
C25 -1.5299 -0.8645 10.2582
O8 -2.3518 0.1031 9.6120
H47 0.0666 0.5204 10.6894
H48 0.5635 -1.1832 10.7087
H49 0.2614 -0.3453 9.1737
H50 -1.8691 -0.9482 11.2902
H51 -1.6735 -1.8334 9.7678
H52 -2.0611 0.1715 8.6951
C26 -0.2546 -2.2626 -7.7495
C27 0.0586 -0.9327 -8.4050
O9 -0.1413 0.1189 -7.4695
H53 -1.2825 -2.2744 -7.3846
H54 -0.1218 -3.0891 -8.4504
H55 0.3947 -2.4249 -6.8857
H56 -0.5997 -0.7504 -9.2539
H57 1.0936 -0.9097 -8.7620
H58 0.4419 -0.0400 -6.7204



A molecular structure, C27H58CuO3P2SSi, computed with ωB97M-V/def2-TZVPD.

## Properties
spin multiplicity: 2
ΔE to the lowest compared entry with this formula, charge and spin: 0.0 kcal/mol
largest force on an atom: 0.0541 Eh/bohr
orbital gap (spin up / spin down): 4.6 / 4.5 eV

Element x y z (Å)
P1 2.9142 -1.8465 -4.6634
P2 1.1423 -4.8562 -2.6004
C1 3.0871 -3.6403 -4.3980
C2 1.7758 -4.4503 -4.2689
H1 3.7853 -3.8307 -3.5655
H2 3.6047 -3.9677 -5.3164
H3 0.9482 -4.0008 -4.8526
H4 1.9682 -5.4331 -4.7391
C3 2.2619 -6.1109 -1.9201
H5 1.9403 -6.3696 -0.9017
H6 3.2934 -5.7358 -1.8832
H7 2.2235 -7.0072 -2.5538
C4 -0.4501 -5.6659 -2.8510
H8 -0.2681 -6.7287 -3.0623
H9 -0.9724 -5.2000 -3.6988
H10 -1.0653 -5.5770 -1.9450
C5 4.5370 -1.1105 -4.8159
H11 4.4690 -0.0240 -4.6696
H12 4.9410 -1.3145 -5.8155
H13 5.2192 -1.5245 -4.0625
C6 2.0537 -1.6241 -6.2229
H14 1.1666 -2.2663 -6.2850
H15 2.7553 -1.8913 -7.0242
H16 1.7577 -0.5714 -6.3318
Cu1 -1.0555 0.7606 0.1480
C7 0.9157 -3.6119 -1.3136
C8 2.0967 -3.4629 -0.4595
C9 3.3126 -2.7929 -0.8578
C10 3.1591 -1.2353 -1.0324
C11 2.9957 -0.7344 -2.3791
C12 1.9792 -1.0627 -3.3877
C13 0.5518 -1.6717 -3.0924
C14 0.2260 -2.2499 -1.7200
C15 -0.1054 1.6227 -1.2486
H17 0.1554 -4.1201 -0.6829
H18 1.9552 -3.6124 0.6127
H19 3.7639 -3.2130 -1.7727
H20 4.0337 -2.9360 -0.0371
H21 2.3566 -0.8649 -0.3736
H22 4.0886 -0.7824 -0.6408
H23 3.6401 0.1113 -2.6639
H24 1.7580 -0.0980 -3.8908
H25 0.2802 -2.3854 -3.8921
H26 -0.1479 -0.8255 -3.2334
H27 0.4203 -1.4960 -0.9430
H28 -0.8651 -2.4165 -1.6924
H29 -0.8084 2.2524 -1.8103
H30 0.3590 0.8596 -1.8932
H31 0.6583 2.2468 -0.7623
C16 -4.6522 -0.4448 3.9391
C17 -4.7241 0.9976 3.4583
C18 -5.1525 1.0471 1.9977
C19 -5.7211 1.7601 4.3274
O1 -3.4455 1.6419 3.6483
Si1 -1.9658 1.3810 2.9374
S1 -1.8919 -0.3016 1.7939
O2 -1.5688 2.7461 2.0721
C20 -1.9071 4.1218 2.4105
C21 -1.2677 4.9909 1.3355
C22 -3.4120 4.3256 2.3821
C23 -1.3681 4.4829 3.7846
O3 -0.9974 1.3681 4.2781
C24 0.3819 1.0322 4.5562
C25 0.8330 -0.1954 3.7771
C26 1.2896 2.2101 4.2266
C27 0.4376 0.7338 6.0521
H32 -5.6621 -0.8769 3.9454
H33 -4.2585 -0.4729 4.9606
H34 -4.0134 -1.0487 3.2862
H35 -6.1551 0.6048 1.9201
H36 -5.2052 2.0820 1.6378
H37 -4.4668 0.4730 1.3609
H38 -5.3903 1.7573 5.3735
H39 -5.8276 2.7999 3.9955
H40 -6.7049 1.2769 4.2743
H41 -1.6491 4.7265 0.3443
H42 -1.5009 6.0463 1.5203
H43 -0.1777 4.8819 1.3301
H44 -3.8981 3.7777 3.1954
H45 -3.6450 5.3923 2.5068
H46 -3.8276 3.9958 1.4236
H47 -1.7740 3.8291 4.5653
H48 -0.2743 4.4264 3.7967
H49 -1.6504 5.5168 4.0283
H50 0.8877 0.0003 2.6999
H51 1.8359 -0.4824 4.1223
H52 0.1522 -1.0362 3.9429
H53 1.0532 3.0696 4.8636
H54 2.3340 1.9298 4.4204
H55 1.2046 2.4984 3.1713
H56 0.1235 1.6096 6.6317
H57 -0.2242 -0.1052 6.2969
H58 1.4584 0.4702 6.3541